The following is a DFT calculation (ωB97M-V/def2-TZVPD) of a structure of composition C35H37F3GeN4O5OsS.

Highest occupied orbital energy (spin up / spin down): -9.8 / -10.5 eV
Multiplicity: 6
Orbital gap (spin up / spin down): 6.69 / 3.85 eV
Total charge: +1
LUMO energy (spin up / spin down): -3.2 / -6.7 eV
Electronic energy: -4816.16762 a.u.
Expectation value of S²: 8.797

Structure (XYZ):
```
87
Properties=species:S:1:pos:R:3:lowdin_charge:R:1
Os -0.47182 0.04856 0.11744 1.6103
N 0.55590 4.04468 7.14164 0.2386
C 0.40872 3.05090 6.28392 -0.2359
C 1.56554 2.37943 5.75648 0.0367
C 1.40628 1.37670 4.85727 -0.0153
C 0.09895 1.01978 4.43606 -0.1659
C -1.05237 1.65098 4.96754 -0.0121
C -0.91022 2.65275 5.87327 0.0384
S -0.17099 -0.31027 3.26992 0.5601
O -1.54192 -0.12908 2.87872 -0.3125
O 0.25125 -1.46973 3.98281 -0.2197
N 0.66689 0.00785 1.94892 -0.2547
C 2.04204 -0.21650 1.75123 -0.4643
N 2.34465 -0.16212 0.45738 0.0922
C 3.61331 -0.36530 0.12680 -0.0976
C 4.57890 -0.61434 1.08909 -0.0216
C 4.15646 -0.59402 2.40244 -0.0829
N 2.88240 -0.37980 2.75696 0.1354
H 1.46786 4.31114 7.48107 0.1438
H -0.24190 4.48876 7.57059 0.1441
H 2.55055 2.67659 6.09440 0.1310
H 2.24844 0.82614 4.45459 0.1015
H -2.02820 1.32412 4.63824 0.1287
H -1.77304 3.15732 6.28971 0.1331
H 3.85281 -0.31515 -0.92993 0.1211
H 5.60935 -0.79819 0.82567 0.1117
H 4.85751 -0.74192 3.21519 0.1194
C 2.84544 2.96792 -4.20843 -0.0820
C 2.04344 2.19823 -5.04307 -0.0729
C 1.12196 1.31248 -4.50488 -0.1039
C 0.98029 1.18500 -3.12154 -0.3041
C 1.79068 1.95996 -2.29920 -0.1260
C 2.72205 2.84517 -2.83324 -0.0849
Ge -0.31247 -0.12513 -2.46995 0.9747
C -1.99745 0.21565 -3.35836 -0.3110
C -3.00150 -0.75519 -3.38345 -0.1265
C -4.22258 -0.49727 -3.99381 -0.0803
C -4.46359 0.74184 -4.56947 -0.0825
C -3.48247 1.72479 -4.53038 -0.0766
C -2.26021 1.46463 -3.92429 -0.0986
C 0.43847 -1.75028 -3.23174 -0.3064
C -0.24180 -2.53553 -4.16195 -0.0939
C 0.33206 -3.69465 -4.67437 -0.0749
C 1.59464 -4.09039 -4.26524 -0.0807
C 2.29796 -3.30642 -3.35942 -0.0769
C 1.72425 -2.14974 -2.85910 -0.1227
H 3.56374 3.65766 -4.63231 0.1043
H 2.14235 2.28457 -6.11772 0.1069
H 0.51836 0.70385 -5.17007 0.1107
H 1.69580 1.86759 -1.22625 0.0337
H 3.34901 3.43972 -2.17876 0.0939
H -2.83314 -1.72257 -2.92261 0.1075
H -4.98793 -1.26310 -4.01419 0.1091
H -5.41368 0.94178 -5.04781 0.1053
H -3.67116 2.69616 -4.96968 0.1050
H -1.50472 2.24120 -3.90071 0.1012
H -1.22380 -2.24225 -4.51075 0.0877
H -0.21326 -4.28957 -5.39603 0.1053
H 2.03540 -4.99745 -4.65784 0.1045
H 3.29179 -3.60110 -3.04599 0.1035
H 2.29285 -1.53819 -2.16735 0.0742
C -1.84009 3.44265 1.82424 -0.0578
C -0.97031 3.62379 0.59950 -0.2487
O 0.11401 2.67057 0.56865 -0.2482
C 1.17813 3.07245 1.45164 -0.2555
C 2.50562 3.22036 0.74303 -0.0542
H -2.76654 4.00683 1.70553 0.0895
H -1.34379 3.79338 2.73381 0.0655
H -2.09891 2.38843 1.95095 0.0621
H -0.53024 4.62387 0.56421 0.1259
H -1.54048 3.47319 -0.30720 0.1045
H 1.24749 2.34404 2.26125 0.0807
H 0.90505 4.03187 1.89647 0.1169
H 2.90980 2.26150 0.42297 0.0498
H 3.22562 3.67967 1.42366 0.0887
H 2.40028 3.86113 -0.13290 0.0786
C -4.44410 0.84206 -0.65084 0.0377
C -3.01681 0.49297 -0.40666 -0.6873
O -2.10118 1.36764 -0.58127 -0.1819
O -2.67437 -0.64592 -0.01479 -0.0608
H -4.51386 1.64461 -1.38212 0.0924
H -4.88374 1.17415 0.29194 0.0983
H -4.98668 -0.03561 -0.99160 0.0945
F 0.88449 -2.55619 -0.01207 0.0754
C -0.37035 -2.08148 0.08972 -0.7116
F -0.83119 -2.48257 1.29388 0.0711
F -1.11341 -2.69866 -0.82636 0.0883
```